Entry 1:
Density functional theory data (the ωB97M-V functional and the def2-TZVPD basis) for an isolated molecule of C8H8Cl2N2.

**Frontier orbital gap (spin up / spin down)**: 7.2 / 7.1 eV
**HOMO (spin up / spin down)**: -7.440 / -7.720 eV
**Energy relative to the best compared isomer or geometry (same formula, charge and spin)**: 457.62 kJ/mol

Structure (XYZ):
```
20
Properties=species:S:1:pos:R:3:forces:R:3:mulliken_charge:R:1
Cl -3.873303 -1.328920 0.286561 0.8 0.1 -0.4 -0.161
C -1.499884 1.925687 0.671240 1.0 -0.2 0.0 -0.352
C 0.710834 -1.485380 -1.176542 0.5 2.9 2.4 -0.818
H 0.110107 -2.044288 -1.781320 -0.5 -2.0 -2.2 0.511
H 0.101345 1.967863 1.877845 1.9 0.6 1.6 0.400
N -2.283456 -0.658771 0.528663 -1.0 0.7 1.6 -0.603
N -1.434945 -0.979876 -0.406646 0.4 0.8 1.3 0.288
H -2.215763 1.068211 0.720894 -0.8 1.1 0.9 0.350
C 2.058028 -1.290130 -1.106390 -0.8 -1.2 -1.1 -0.632
C 1.868296 0.295034 0.720677 0.3 -2.8 -2.5 -0.990
Cl -1.635949 2.201753 -1.140453 0.4 0.2 0.2 -0.231
C -0.091902 -0.707336 -0.334285 -0.3 0.6 0.5 0.354
H 2.515688 -1.851076 -1.909221 1.3 0.1 0.4 0.333
C 0.480069 0.285165 0.554978 -1.4 0.3 0.5 1.527
C 2.631453 -0.469233 -0.113046 -1.6 -0.5 -0.6 -0.531
H -1.827169 -1.620534 -1.022629 0.0 -1.5 -1.9 0.273
C -0.230029 1.317614 1.150475 -1.8 -0.1 -2.2 -1.021
H -1.490221 2.928927 1.192072 -1.3 -1.3 -0.8 0.353
H 2.450542 0.886029 1.305146 0.7 2.1 2.2 0.480
H 3.656266 -0.440742 -0.018011 2.2 0.2 0.1 0.469
```
Forces are in eV/Å.

Entry 2:
Density functional theory data (the ωB97M-V functional and the def2-TZVPD basis) for an isolated molecule of C4H10N4.

**Frontier orbital gap**: 9.6 eV
**HOMO**: -8.670 eV
**Energy relative to the best compared isomer or geometry (same formula, charge and spin)**: 276.94 kJ/mol

Structure (XYZ):
```
18
Properties=species:S:1:pos:R:3:forces:R:3:mulliken_charge:R:1
N 1.465426 -0.801852 1.869001 0.6 -1.0 0.1 -0.430
C -0.070154 -0.186701 -0.820612 -2.6 -0.5 0.9 0.128
H -0.399987 -1.292166 -2.531875 0.0 0.0 0.2 0.236
H -1.584292 1.136760 -1.634311 0.1 -0.1 0.0 0.313
H 1.017928 -0.210105 -0.727499 -0.2 0.1 0.8 0.404
C -0.493566 1.073911 -1.545877 0.0 0.2 0.0 -1.225
N -0.539287 -1.371660 -1.527107 0.1 -0.1 -0.3 -0.647
C 0.707628 0.271844 1.573330 -3.8 2.4 3.1 0.420
C -1.212423 -0.219319 0.636034 2.1 -0.6 -4.1 -0.053
N -0.925664 0.047325 1.811015 3.4 -0.2 -0.5 -0.627
H -2.106664 -0.599049 0.124995 -0.4 0.3 0.7 0.411
H -0.077057 1.121988 -2.559564 0.0 -0.1 0.1 0.376
H 2.036644 -0.637771 2.690597 0.1 -0.1 -0.4 0.288
H 0.311658 2.124874 1.475695 0.0 -0.2 0.1 0.312
H 0.968638 -1.679396 1.910555 0.0 0.1 0.1 0.240
N 1.083769 1.466036 1.474528 0.7 -0.4 -0.5 -0.683
H -0.037583 -2.199668 -1.219283 -0.1 0.1 -0.1 0.238
H -0.145014 1.954948 -0.999624 0.0 -0.1 -0.1 0.300
```
Forces are in eV/Å.

Entry 3:
Density functional theory data (the ωB97M-V functional and the def2-TZVPD basis) for a 2-piece molecular cluster, CH2FN2O2 overall.

**2S+1**: 3
**Frontier orbital gap (spin up / spin down)**: 4.7 / 9.5 eV
**Total charge**: -1
**HOMO (spin up / spin down)**: -0.282 / -5.117 eV
**Energy relative to the best compared isomer or geometry (same formula, charge and spin)**: 227.76 kJ/mol

Structure (XYZ):
```
8
Properties=species:S:1:pos:R:3:forces:R:3:lowdin_spin:R:1
H 0.629797 0.433116 -1.195860 -1.0 -1.6 -0.8 0.002
O -1.492914 0.807786 1.163874 -1.3 8.1 -4.4 0.816
C -1.349520 -0.269277 0.281441 -1.0 2.4 0.4 0.123
H 1.129991 0.421265 0.445250 0.1 0.1 -2.6 0.007
F 2.301990 -0.660568 -0.651035 -0.9 0.0 -0.8 0.004
N 1.417389 0.459721 -0.598346 1.9 1.5 4.2 0.002
O -1.399045 -0.478153 -0.917724 0.1 0.4 0.4 0.038
N -1.237684 -0.713890 1.472402 2.0 -10.9 3.5 1.008
```
Forces are in eV/Å.

Entry 4:
Density functional theory data (the ωB97M-V functional and the def2-TZVPD basis) for C21H31F5IrP2 as an isolated structure.

**2S+1**: 6
**Frontier orbital gap (spin up / spin down)**: 5.6 / 3.6 eV
**Total charge**: +2
**HOMO (spin up / spin down)**: -12.645 / -14.046 eV
**Energy relative to the best compared isomer or geometry (same formula, charge and spin)**: 450.08 kJ/mol

Structure (XYZ):
```
60
Properties=species:S:1:pos:R:3:forces:R:3:lowdin_spin:R:1
H 0.465583 1.926403 -1.086083 -1.3 0.1 0.1 0.023
H 2.994800 3.338616 -2.121964 0.0 1.0 0.7 0.002
C -1.116940 4.912033 -0.876538 0.0 -1.8 2.1 0.100
H -0.627183 7.290780 -1.589072 0.0 -0.2 -0.2 0.000
H -0.124668 4.177060 -4.458328 0.0 -0.1 0.7 0.001
H 5.053008 2.238306 -0.111850 0.4 -0.3 -0.3 0.035
H -3.824203 4.527300 -2.616609 -0.2 -0.4 -0.8 -0.001
H 3.323712 4.175605 1.777218 -0.6 0.2 0.1 0.011
F -0.154500 0.591791 1.502012 0.3 -1.8 -2.1 0.072
C -0.177488 6.852097 -2.487680 0.0 0.4 0.8 0.023
H 1.759143 5.577283 -0.181503 0.5 -0.3 -0.5 0.001
C 4.532277 1.437180 -0.647550 1.5 -0.2 -1.3 0.198
C -0.043160 2.582119 -2.997661 -0.7 0.2 -0.5 0.024
H -3.084615 2.917799 -2.410540 0.1 0.7 0.0 0.024
C 2.898796 3.925212 -1.168569 0.0 -0.3 0.8 0.105
H 4.444170 1.582647 -1.729639 0.4 0.1 0.2 0.038
H -1.260206 1.613881 -1.492796 0.4 0.8 0.2 0.000
F 1.174950 -3.714031 -1.442021 -1.0 1.8 0.1 0.084
C 0.131549 -0.352278 0.540607 1.5 1.9 0.4 0.220
C -1.873005 4.377356 -3.390453 0.1 0.1 -0.8 0.488
H 2.242116 4.783696 -4.152626 -0.2 0.2 -0.1 0.001
H 3.774273 -0.277954 2.254189 -0.1 0.1 0.5 0.018
H 0.568920 7.572990 -2.864988 -0.1 -0.6 0.3 0.002
H -0.958736 6.802686 -3.263795 0.3 -0.4 0.4 0.005
H 4.869737 0.393998 -0.435519 1.2 0.5 -0.4 0.015
C -0.449472 2.392593 -1.539681 -0.2 -1.7 0.0 0.035
C -0.749592 3.577045 -0.671663 2.6 0.2 2.4 -0.007
H -2.184161 5.040034 -4.180469 0.0 0.2 -0.1 0.022
C 1.637803 -1.481097 -0.900279 2.2 1.7 0.4 0.255
C 1.416765 -0.435941 -0.034560 -1.9 0.1 0.0 0.116
C 2.384954 3.604969 1.692838 -0.2 0.5 -0.3 0.080
P 0.565666 5.100737 -2.230993 -0.4 5.0 -5.9 0.123
C -0.909126 -1.172370 0.050036 -3.0 -0.2 0.1 0.210
H -2.864890 3.676282 -0.313281 0.0 0.6 0.1 0.005
C 2.055624 5.217903 -1.192142 0.4 -0.4 0.8 0.034
H 1.461168 4.183566 1.574001 0.4 0.8 1.1 0.011
F -2.210048 -0.837980 0.235965 2.2 -0.6 0.2 0.073
H 0.892410 5.847190 -4.663166 0.3 -0.3 0.6 0.001
C -0.506365 3.959348 -3.446852 0.5 -0.8 -0.7 0.065
C 0.706625 -2.504565 -1.089819 -0.8 -3.6 0.2 0.210
C 2.980979 0.488615 2.346623 0.5 -0.7 1.0 0.272
H 1.051365 2.541994 -3.136164 -0.3 0.0 0.2 0.001
P 2.253804 2.789180 0.098655 -0.8 2.4 0.2 0.449
H -3.225129 5.360440 -0.645608 0.1 0.0 -0.3 -0.002
C -2.604466 4.524025 -0.983940 -0.9 -0.4 -1.3 0.035
Ir 2.941797 0.904690 0.280690 -1.3 -3.5 2.3 1.207
H -0.436745 1.754258 -3.608865 0.0 0.4 0.1 0.001
F -1.408517 -3.459445 -0.513888 0.9 2.0 -0.7 -0.007
H 2.183051 6.494520 -3.656831 -0.2 -0.6 0.1 0.004
H 2.086319 -0.037386 2.758026 0.5 0.5 -0.5 0.032
F 2.859404 -1.516786 -1.476908 -1.7 -0.6 0.2 0.090
C -2.885635 4.016669 -2.416034 -1.7 -0.3 0.9 0.085
H 2.292112 2.881782 2.513792 -0.1 0.4 -0.5 0.001
H 3.898661 4.157412 -0.732897 -0.4 0.0 -0.8 0.018
H -0.927297 5.651464 -0.077878 0.1 -0.8 0.0 0.004
H 2.725676 5.927240 -1.693098 -0.7 0.4 0.2 0.006
H -0.394836 3.336077 0.348185 0.1 0.1 -0.2 0.015
C -0.604597 -2.363527 -0.610718 0.3 -1.7 0.2 0.012
C 1.565250 5.589263 -3.819500 1.0 -0.3 -0.3 0.034
H 3.310888 1.234817 3.097068 -0.1 -0.3 -0.6 0.024
```
Forces are in eV/Å.

Entry 5:
Density functional theory data (the ωB97M-V functional and the def2-TZVPD basis) for C24H24As2CsF6N6O7S2 as an isolated structure.

**2S+1**: 2
**Frontier orbital gap (spin up / spin down)**: 7.2 / 6.5 eV
**Total charge**: -2
**HOMO (spin up / spin down)**: -3.407 / -3.407 eV
**Energy relative to the best compared isomer or geometry (same formula, charge and spin)**: 203.75 kJ/mol

Structure (XYZ):
```
72
Properties=species:S:1:pos:R:3:forces:R:3:lowdin_spin:R:1
C -3.818778 1.724927 1.345209 -0.1 0.3 -0.1 0.000
H -5.497169 4.244831 2.846325 0.0 0.0 0.0 0.000
S 0.319052 2.322302 2.937659 -0.1 0.1 0.4 0.000
C 1.648819 1.843842 5.253460 0.0 0.0 0.1 0.000
F 6.255778 0.571596 -2.025271 0.0 0.0 0.1 0.000
N 2.490633 -2.282677 -0.710293 0.0 -0.7 -0.1 0.179
N -2.106486 1.205220 -3.007792 0.4 -0.3 -0.3 0.000
H 1.802791 2.909158 5.156575 0.0 0.0 0.0 0.000
C 0.894844 1.217614 4.266914 0.0 0.3 -0.2 0.000
O 0.510439 3.659900 3.470249 0.1 0.0 0.0 0.000
F 4.604105 1.042967 -3.771955 -0.2 0.0 0.0 0.000
H -1.462286 -1.944724 -2.786323 0.0 0.0 0.0 0.001
C 0.668533 -0.155796 4.363050 -0.1 -0.2 -0.1 0.000
C 1.101289 -3.848221 -2.663236 0.0 0.1 0.0 0.013
H -4.400851 3.780964 -1.275097 0.0 0.0 0.0 0.000
H 1.418219 -4.809535 -2.258289 0.0 0.0 0.0 0.002
C 0.524960 -1.099684 -5.263821 0.0 0.0 0.0 0.000
C -3.802578 2.211068 0.032615 -0.1 0.0 0.3 0.000
H 0.326375 -4.002651 -3.411977 0.0 0.0 0.0 0.000
C 1.202729 -0.857938 5.437940 0.0 -0.1 0.1 0.000
C 1.948680 -0.225160 6.418984 0.0 0.1 0.0 0.000
F 2.766780 0.506736 -2.186989 0.5 0.0 -0.8 0.000
C -4.431267 3.421884 -0.255067 0.0 0.0 0.0 0.000
C 3.135304 -3.225621 -0.339993 0.1 -0.1 0.0 0.043
O 0.116753 -2.542121 3.504633 0.1 0.0 0.0 0.000
C 1.677149 -0.521810 -5.773013 0.0 0.0 0.0 0.000
S -0.301108 -1.177955 3.223373 -0.3 -0.1 0.5 0.000
H -1.751943 -3.598164 -2.121157 0.1 0.0 0.0 0.024
As 4.519925 0.525034 -2.103000 0.6 0.2 -0.6 0.000
H 1.025473 -1.923794 5.479973 0.0 0.0 0.0 0.000
C 2.174789 1.139799 6.325421 -0.1 -0.1 -0.1 0.000
F 4.472160 2.194266 -1.628666 -0.2 0.0 0.1 0.000
H 1.962957 -3.353539 -3.109107 0.0 0.0 0.0 0.002
Cs 1.678101 0.208613 0.251804 0.8 0.1 -1.6 0.023
C 0.021847 0.741245 -4.012377 0.3 -0.2 -0.3 0.001
C -5.036163 3.664285 2.056374 0.0 0.0 0.1 0.000
H 2.916474 1.235076 -5.689037 0.0 0.0 0.0 0.000
F 4.425846 0.030743 -0.439726 0.4 0.0 -0.1 0.000
C -2.677041 -0.188723 0.603566 0.0 0.0 -0.3 0.000
H 2.317900 -1.077709 -6.444739 0.0 0.0 0.0 0.000
N -0.290867 -0.498038 -4.407649 -0.1 0.1 0.0 0.000
H -0.039810 -3.386023 1.168721 0.0 0.0 0.0 0.002
H -2.102026 -2.125363 -1.143556 0.0 0.0 0.0 0.002
C 0.163811 -3.947685 0.256187 0.0 0.0 0.0 0.023
O 3.785317 -4.150752 0.018683 0.0 0.0 0.0 0.045
As 0.438355 -2.713319 -1.213608 -0.1 -0.7 -0.4 0.412
H 2.351974 -0.799591 7.244059 0.0 0.0 0.0 0.000
H -0.677568 -4.601342 0.024678 0.0 0.0 0.0 0.005
H -0.389254 2.146913 -2.369953 0.0 0.0 -0.1 0.000
C -1.460201 -2.569325 -1.894794 0.1 0.1 0.0 0.216
H 0.249449 -2.112265 -5.547577 0.0 0.0 0.0 0.000
H -4.384568 2.094923 3.374375 0.0 0.0 0.0 0.000
C -5.051284 4.141268 0.745895 0.0 0.1 -0.1 0.000
N -3.251858 0.494737 1.604701 0.2 -0.1 0.3 0.000
F 4.606865 -1.115802 -2.648656 -0.2 0.0 0.1 0.000
N -2.585695 0.184677 -0.627937 0.1 -0.3 0.2 0.000
C 2.003388 0.760160 -5.360138 0.0 0.0 0.0 0.000
O 0.047913 -0.753715 1.869528 -1.2 -0.7 1.1 0.003
H -2.274234 -1.150891 0.891587 0.1 0.0 0.1 0.000
H 1.060719 -4.547589 0.404027 0.0 0.0 0.0 0.000
H -2.918490 0.236516 2.538594 0.0 0.1 0.0 0.000
C -0.854561 1.422133 -3.048785 -0.4 0.2 0.3 0.000
C -3.054611 1.441923 -0.966044 0.2 0.0 -0.5 0.000
O 1.199853 2.016360 1.810132 -0.4 1.6 1.5 0.000
H 2.757940 1.657949 7.077099 0.0 0.0 0.0 0.000
O -1.067619 1.968858 2.715643 -0.1 -0.1 -0.1 0.000
H -5.533009 5.084870 0.519316 0.0 0.0 0.0 0.000
C 1.165537 1.398567 -4.465993 -0.1 -0.1 0.1 0.000
N -2.822477 1.951768 -2.123141 -0.2 0.4 0.4 0.000
H 1.411599 2.378575 -4.079876 0.0 0.0 0.0 0.000
C -4.426909 2.466287 2.358807 0.0 0.0 0.0 0.000
O -1.700710 -0.941033 3.578475 0.0 0.1 -0.2 0.000
```
Forces are in eV/Å.

Entry 6:
Density functional theory data (the ωB97M-V functional and the def2-TZVPD basis) for an isolated molecule of C4H10N2.

**Frontier orbital gap**: 8.2 eV
**HOMO**: -7.156 eV
**Energy relative to the best compared isomer or geometry (same formula, charge and spin)**: 365.72 kJ/mol

Structure (XYZ):
```
16
Properties=species:S:1:pos:R:3:forces:R:3:mulliken_charge:R:1
H -2.600605 0.146770 -0.082428 -0.6 -0.2 -0.2 0.265
N -0.815432 -0.688379 0.382422 3.3 -1.4 0.8 -0.258
H -2.093781 -0.960244 -1.376315 0.8 0.1 0.4 0.277
H -0.215408 -1.051585 1.373834 -4.0 1.1 -3.3 0.314
H 0.961992 -1.574076 -0.318292 -0.1 0.1 -0.4 0.254
H 1.286894 1.529396 1.875674 0.3 0.1 0.1 0.273
C -2.078233 -0.790423 -0.285306 -1.3 -1.0 1.4 -0.890
C 0.341574 -0.678302 -0.502241 1.8 -0.2 0.3 -0.847
H 1.635296 -0.256487 1.946994 -0.6 -0.5 0.1 0.303
H -2.635128 -1.644533 0.126699 -0.4 0.3 -0.1 0.281
N 1.132347 1.602002 -0.784753 -0.1 0.2 0.0 -0.415
C 1.085097 0.521221 0.037606 -0.6 0.0 1.5 0.776
C 1.171615 0.557821 1.411190 2.0 1.2 -1.2 -1.204
H 1.519235 2.461738 -0.427816 0.1 -0.1 -0.3 0.223
H 0.192268 -0.607454 -1.597487 -0.5 0.0 0.6 0.448
H 1.112269 1.432534 -1.779781 0.0 0.3 0.3 0.199
```
Forces are in eV/Å.

| no. | DFT total energy (eV) |
| --- | --- |
| 1 | -36445.8717 |
| 2 | -10267.9806 |
| 3 | -10855.6194 |
| 4 | -57252.3685 |
| 5 | -208757.4768 |
| 6 | -7286.8291 |